Entry a
Computed, not measured: a molecular structure, C21H27N4O10S3Sc, with wB97M-V/def2-TZVPD.

LUMO energy	0.2	eV
M	636.62	g/mol

Last column: Mulliken charge in e.
Element x y z (Å)
1 Sc 0.1759 -0.8761 0.8783  1.175
2 N 0.8867 0.0731 3.9227  -0.252
3 N 0.7748 -1.2272 4.4756  -0.343
4 C 0.6424 -2.3197 3.6015  0.403
5 O 0.7619 -3.4333 4.0769  -0.701
6 O 0.3562 -2.0366 2.3813  -0.630
7 H 1.7706 0.1975 3.4195  0.177
8 H 0.8178 0.7430 4.6827  0.260
9 H 1.3815 -1.4402 5.2666  0.257
10 O 2.5001 2.2572 0.9465  -0.720
11 S 2.2065 0.9518 0.4012  1.350
12 O 0.9104 0.9097 -0.2813  -0.198
13 O 2.2066 -0.1119 1.4166  -0.606
14 C 3.5299 0.5004 -0.7122  -0.143
15 C 4.7174 1.2075 -0.6235  -0.611
16 C 5.8329 0.7808 -1.3269  -0.619
17 C 5.7579 -0.3587 -2.1147  -0.625
18 C 4.5623 -1.0541 -2.2155  -0.479
19 C 3.4520 -0.6241 -1.5072  -0.685
20 S 1.8889 -1.4495 -1.7958  2.131
21 O 1.0968 -0.5019 -2.5623  -0.808
22 O 2.1765 -2.6697 -2.5058  -0.767
23 O 1.2733 -1.7471 -0.4714  -0.895
24 H 4.7336 2.0911 -0.0056  0.559
25 H 6.7604 1.3286 -1.2432  0.407
26 H 6.6264 -0.7010 -2.6566  0.406
27 H 4.4574 -1.9341 -2.8314  0.577
28 C -1.9520 -1.0214 -2.2153  -0.936
29 O -1.1578 -0.4338 -1.1893  0.526
30 H -2.5968 -0.2583 -2.6705  0.217
31 H -2.5798 -1.7974 -1.7779  0.253
32 H -1.3108 -1.4561 -2.9845  0.327
33 H -0.3449 -0.1329 -1.6550  0.137
34 N -0.8163 -3.7355 -0.7601  -0.092
35 C -1.7259 -3.4863 0.2116  0.379
36 C -2.7060 -4.4460 0.5316  -1.044
37 C -3.6512 -4.1528 1.4807  -0.359
38 C -3.6193 -2.9062 2.1027  -1.107
39 C -2.6482 -2.0099 1.7163  -0.563
40 N -1.7177 -2.2733 0.7907  0.687
41 H -0.6570 -4.6969 -1.0113  0.274
42 H -0.0147 -3.1141 -0.8242  0.177
43 H -2.6862 -5.3974 0.0250  0.417
44 H -4.4061 -4.8764 1.7433  0.410
45 H -4.3307 -2.6480 2.8694  0.456
46 H -2.5944 -1.0253 2.1690  0.572
47 C -1.7408 3.9587 -3.7757  -1.484
48 C -1.5270 3.6002 -2.3372  1.010
49 C -0.4726 4.1329 -1.6048  -0.879
50 C -0.2329 3.7166 -0.3073  -0.697
51 C -1.0541 2.7599 0.2655  1.073
52 C -2.1314 2.2407 -0.4354  -0.528
53 C -2.3681 2.6750 -1.7257  -0.899
54 S -0.5805 2.0610 1.8614  0.439
55 C -2.0853 2.6229 2.7857  -1.255
56 O -0.8964 0.5991 1.7158  0.300
57 H -1.1879 4.8544 -4.0471  0.386
58 H -2.7984 4.1048 -3.9916  0.370
59 H -1.3871 3.1355 -4.3972  0.284
60 H 0.1748 4.8680 -2.0595  0.358
61 H 0.6112 4.0906 0.2496  0.415
62 H -2.7535 1.4765 0.0103  0.092
63 H -3.2054 2.2732 -2.2801  0.452
64 H -2.9615 2.2343 2.2833  0.351
65 H -2.1207 3.7042 2.8378  0.417
66 H -2.0237 2.2038 3.7839  0.441


Entry b
Computed, not measured: a molecular structure, C21H27N4O10S3Sc, with wB97M-V/def2-TZVPD.

LUMO energy	0.2	eV
M	636.62	g/mol

Last column: Mulliken charge in e.
Element x y z (Å)
1 Sc -0.6411 -0.0651 0.3070  0.523
2 N 3.0295 0.3842 0.2271  -0.462
3 N 2.4858 1.5420 -0.3596  -0.116
4 C 1.1662 1.5728 -0.7424  0.115
5 O 0.5526 2.6114 -0.7802  -0.561
6 O 0.6179 0.3761 -1.0531  0.221
7 H 2.7927 0.3552 1.2160  0.147
8 H 4.0347 0.4208 0.1275  0.267
9 H 2.7474 2.4237 0.0615  0.280
10 O 0.2963 0.8654 1.9993  -0.520
11 S -0.6143 0.2489 3.0192  1.636
12 O 0.0568 -0.2496 4.1735  -0.625
13 O -1.3931 -0.7447 2.2481  -0.506
14 C -1.7772 1.4651 3.5608  -0.072
15 C -1.5398 1.9768 4.8291  -0.690
16 C -2.4272 2.8803 5.3931  -0.667
17 C -3.5571 3.2628 4.6996  -0.604
18 C -3.8032 2.7676 3.4273  -0.689
19 C -2.9272 1.8681 2.8394  -0.127
20 S -3.3482 1.4169 1.1651  1.822
21 O -3.9422 0.0908 1.1591  -0.954
22 O -4.1816 2.4563 0.6569  -0.688
23 O -2.0022 1.3687 0.4866  -0.448
24 H -0.6673 1.6440 5.3729  0.512
25 H -2.2336 3.2755 6.3821  0.389
26 H -4.2557 3.9605 5.1434  0.402
27 H -4.6704 3.0888 2.8684  0.523
28 C -2.5279 -2.7683 -0.4047  -0.847
29 O -2.2275 -1.3681 -0.3562  0.534
30 H -3.3340 -2.9375 -1.1162  0.293
31 H -2.8226 -3.1178 0.5841  0.271
32 H -1.6396 -3.2950 -0.7341  0.259
33 H -2.9645 -0.9260 0.1359  0.181
34 N 0.6410 -2.3804 -1.8366  -0.093
35 C 0.9351 -2.8804 -0.5909  -0.052
36 C 1.5039 -4.1562 -0.4615  -1.087
37 C 1.7952 -4.6353 0.7879  -0.376
38 C 1.5320 -3.8399 1.9039  -1.068
39 C 0.9539 -2.6178 1.6901  -0.395
40 N 0.6241 -2.1346 0.4720  1.137
41 H 1.0888 -2.8528 -2.6047  0.287
42 H 0.6658 -1.3689 -1.9362  0.244
43 H 1.7277 -4.7278 -1.3537  0.432
44 H 2.2368 -5.6180 0.9017  0.404
45 H 1.7640 -4.1606 2.9089  0.494
46 H 0.7269 -1.9918 2.5379  0.335
47 C -5.3723 2.4535 -2.4047  -1.482
48 C -3.9786 1.9459 -2.6818  0.996
49 C -3.7255 0.5795 -2.7796  -0.714
50 C -2.4522 0.1091 -3.0649  -0.626
51 C -1.4237 1.0129 -3.2821  0.588
52 C -1.6325 2.3731 -3.1465  -0.535
53 C -2.9089 2.8258 -2.8398  -0.647
54 S 0.1595 0.4222 -3.9126  0.733
55 C -0.4545 0.0901 -5.5478  -1.110
56 O 1.0506 1.6193 -4.0519  -0.749
57 H -6.1212 1.7910 -2.8418  0.395
58 H -5.5122 3.4511 -2.8229  0.400
59 H -5.5589 2.5127 -1.3335  0.213
60 H -4.5417 -0.1236 -2.6464  0.328
61 H -2.2686 -0.9556 -3.1751  0.243
62 H -0.8040 3.0539 -3.2945  0.452
63 H -3.0818 3.8913 -2.7336  0.361
64 H -1.0097 0.9618 -5.8926  0.378
65 H -1.0943 -0.7944 -5.5267  0.310
66 H 0.4200 -0.0884 -6.1749  0.408


Top of the stability list: entry a, leading by 6.4 kJ/mol.


Entry a
Computed, not measured: a gas-phase ion, C4H4N (charge +1), with wB97M-V/def2-TZVPD.

net charge	+1
LUMO energy (alpha / beta)	-6.9 / -6.9	eV
M	66.08	g/mol

Last column: Mulliken charge in e.
Element x y z (Å)
1 C 0.6190 -2.1638 0.7271  0.149
2 C -0.0971 1.6857 0.3749  -0.285
3 C -0.5094 -0.2468 -0.3178  -0.311
4 C 0.0127 0.9491 -0.8476  0.075
5 N 0.1004 -1.1846 0.2810  -0.026
6 H 0.6585 -3.0810 1.3263  0.397
7 H -0.7475 1.3217 1.1244  0.297
8 H -0.8268 1.5820 -1.2441  0.278
9 H 0.7902 1.1376 -1.4243  0.427


Entry b
Computed, not measured: a gas-phase ion, C4H4N (charge +1), with wB97M-V/def2-TZVPD.

structure (SMILES)	C#[N+]C=C=C
net charge	+1
LUMO energy	-5.8	eV
M	66.08	g/mol

Last column: Mulliken charge in e.
Element x y z (Å)
1 C 2.1775 0.5642 -0.4418  0.153
2 N 1.1976 0.7747 -0.9965  0.074
3 C 0.0081 0.5623 -0.8396  -0.099
4 C -0.7359 -0.1268 0.1358  0.168
5 C -1.4911 -0.8093 1.0270  -0.572
6 H 3.0589 0.4951 0.1543  0.415
7 H -0.8143 0.8276 -1.5962  0.283
8 H -1.4967 -1.8474 0.6432  0.250
9 H -1.9042 -0.4404 1.9138  0.328


Top of the stability list: entry b, leading by 347.7 kJ/mol.


Entry a
Computed, not measured: a molecular structure, C6H9NS, with wB97M-V/def2-TZVPD.

LUMO energy	0.9	eV
M	127.21	g/mol

Last column: Mulliken charge in e.
Element x y z (Å)
1 C 0.5825 1.2335 -0.1125  -0.366
2 C 0.1838 0.2234 0.9760  -0.069
3 C 1.1940 -0.6921 0.2294  -0.826
4 C 0.6212 -0.0101 -0.9594  -0.040
5 C -1.2655 -1.5526 -0.2957  -0.354
6 C -1.1106 -0.3230 0.5174  -0.372
7 H -0.1196 3.3830 0.7942  0.141
8 H 1.5575 1.5768 0.0433  0.442
9 H 0.3719 0.2250 2.0540  0.463
10 H 2.2914 -0.5897 0.1029  0.289
11 H 1.0172 -1.7934 0.3415  0.251
12 H 1.1117 -0.0749 -2.0112  0.390
13 H -2.3306 -1.7161 -0.6397  0.185
14 H -0.6534 -2.3628 -0.2487  0.318
15 H -2.0535 0.1288 0.6960  0.312
16 N -0.8789 -0.3594 -1.0496  -0.507
17 S -0.5191 2.7036 -0.4377  -0.257


Entry b
Computed, not measured: a single C6H9NS molecule, with wB97M-V/def2-TZVPD.

structure (SMILES)	SN=C1C[C@H]2C[C@@H]2C1
LUMO energy	0.9	eV
M	127.21	g/mol

Last column: Mulliken charge in e.
Element x y z (Å)
1 S -3.1356 -0.4764 1.5854  -0.214
2 N -2.2493 -0.6746 0.1678  -0.555
3 C -1.0512 -0.3280 0.0889  0.596
4 C -0.1962 0.4884 0.9941  -1.064
5 C 0.8934 0.8514 -0.0181  0.065
6 C 2.3853 0.7731 -0.5241  -0.662
7 C 1.1973 -0.3902 -0.6815  0.165
8 C -0.0825 -0.6870 -1.2288  -0.927
9 H -4.1159 -1.5386 1.2295  0.177
10 H 0.0934 -0.1888 1.7915  0.367
11 H -0.5049 1.3034 1.6013  0.515
12 H 0.3317 1.6108 -0.7026  0.119
13 H 3.0780 0.3146 0.2853  0.192
14 H 2.7088 1.4869 -1.1560  0.395
15 H 1.4218 -1.0518 0.1452  0.163
16 H -0.4898 0.1169 -1.9155  0.230
17 H -0.2844 -1.6101 -1.6623  0.438


Top of the stability list: entry a, leading by 145.0 kJ/mol.


Entry a
Computed, not measured: a single C6H9NS molecule, with wB97M-V/def2-TZVPD.

structure (SMILES)	C#C[C@H]1[C@H](N)C[C@H]1S
LUMO energy	0.8	eV
M	127.21	g/mol

Last column: Mulliken charge in e.
Element x y z (Å)
1 C 1.3892 2.4792 -0.0863  -0.388
2 C 0.4789 1.6615 0.2139  -0.233
3 C -0.3045 0.6535 0.6913  0.039
4 C -1.3673 -0.1618 -0.3593  0.018
5 N -2.7603 0.5352 -0.3744  -0.613
6 C -1.0488 -1.5558 0.3007  -0.794
7 C 0.4180 -0.7532 0.7080  -0.369
8 S 1.6575 -1.1098 -0.4562  -0.177
9 H 1.9737 3.1629 -0.6968  0.368
10 H -0.7285 0.9662 1.7191  0.268
11 H -0.7289 -0.3247 -1.2984  0.202
12 H -2.3089 1.5611 -0.4309  0.328
13 H -3.3970 0.2254 -1.1832  0.262
14 H -1.5134 -2.0642 1.2541  0.258
15 H -1.1074 -2.4522 -0.2698  0.352
16 H 0.6742 -0.8591 1.8503  0.354
17 H 2.5446 -0.1442 0.1656  0.125


Entry b
Computed, not measured: a single C6H9NS molecule, with wB97M-V/def2-TZVPD.

structure (SMILES)	C/C=C/[C@@H]1CC(=S)N1
LUMO energy	0.9	eV
M	127.21	g/mol

Last column: Mulliken charge in e.
Element x y z (Å)
1 C 0.9049 -2.7788 0.8709  -1.208
2 C 0.0291 -1.5522 0.8076  -0.027
3 C 0.3056 -0.4504 0.1104  -0.488
4 C -0.6028 0.7313 0.0411  0.309
5 C -0.9043 1.3291 -1.3648  -0.633
6 C -0.2101 2.5929 -0.8757  0.047
7 S 0.1062 4.0768 -1.4954  -0.375
8 N 0.0473 2.0309 0.3103  -0.079
9 H 1.2123 -2.9993 1.8889  0.318
10 H 1.7949 -2.6540 0.2850  0.305
11 H 0.3646 -3.6333 0.4996  0.314
12 H -0.8881 -1.5994 1.3954  0.308
13 H 1.2108 -0.3808 -0.4660  0.244
14 H -1.4918 0.5704 0.6489  0.267
15 H -0.4052 0.8515 -2.1876  0.282
16 H -1.9647 1.4556 -1.5973  0.252
17 H 0.4913 2.4098 1.1289  0.165


Entry c
Computed, not measured: 2 unconnected molecules or ions with the total composition C6H9NS, with wB97M-V/def2-TZVPD.

LUMO energy (alpha / beta)	0.0 / 0.0	eV
M	127.21	g/mol

Last column: Mulliken charge in e.
Element x y z (Å)
1 C 0.5436 0.7144 0.5000  -0.258
2 C 1.1847 1.3523 -0.4809  -0.008
3 C -0.5507 1.1568 1.2998  0.241
4 C -2.3131 -0.4016 1.4158  0.073
5 C 2.4119 0.8064 -1.1854  -1.022
6 C -2.5731 -1.8167 0.9024  -0.860
7 N -0.8563 1.9588 2.1551  -0.444
8 S -3.2062 0.3380 2.5489  -0.335
9 H 0.7032 -0.3114 0.4646  0.315
10 H 0.9759 2.3858 -0.7133  0.371
11 H 3.3964 1.4058 -1.2105  0.298
12 H 2.1516 0.5178 -2.2300  0.274
13 H 2.7008 -0.1305 -0.6324  0.285
14 H -3.5673 -2.1581 0.6121  0.343
15 H -2.3236 -2.5603 1.7769  0.242
16 H -1.7154 -1.8909 0.2226  0.228
17 H -1.8028 2.0310 2.4637  0.256


Top of the stability list: entry b, leading by 365.1 kJ/mol.